The following is a DFT calculation (the ωB97M-V functional and the def2-TZVPD basis) of an isolated molecule of C4H5FO2 in a non-equilibrium geometry.

Calculated values
Energy above the lowest of the compared OMol25 structures with the same formula, charge and spin = 45.7 kcal/mol
Charge = 0

Geometry as XYZ:
```
12
Properties=species:S:1:pos:R:3:forces:R:3
C -0.8893 -1.4999 -0.8425 -0.4 0.6 -0.3
C -0.3708 -0.3655 -0.3684 0.1 -0.8 -0.6
C 0.1748 -0.2569 1.0098 -0.5 0.5 0.2
C 0.7219 1.5940 -0.2238 0.4 -0.1 0.8
H -1.4270 -1.7227 -1.7599 0.4 0.4 0.0
H 0.5744 -1.2210 1.3156 0.4 0.3 0.3
H -0.6464 0.0494 1.6668 0.0 -0.3 0.3
H 1.5971 1.8714 -0.8329 -0.2 -0.3 0.4
H 0.2290 2.5147 0.1421 -0.1 -0.5 -0.3
O 1.1223 0.8131 0.9734 -0.6 0.2 -2.4
O -0.1623 0.7995 -1.0618 0.5 0.1 1.3
F -0.9236 -2.5759 -0.0183 0.0 -0.1 0.3
```
Positions in Å, forces in eV/Å.

=====

The following is a DFT calculation (the ωB97M-V functional and the def2-TZVPD basis) of an isolated molecule of C8H11N3O in a non-equilibrium geometry.

Calculated values
Energy above the lowest of the compared OMol25 structures with the same formula, charge and spin = 59.9 kcal/mol
Charge = 0

Geometry as XYZ:
```
23
Properties=species:S:1:pos:R:3:forces:R:3
C -2.1912 -0.2084 1.7015 2.2 0.0 -1.7
C -2.6949 0.5452 0.6131 -0.1 1.1 -0.1
C -0.6939 -0.5155 1.6901 0.0 0.3 -0.5
C -1.8476 1.0474 -0.5450 -0.4 0.1 1.4
C -0.3786 1.2602 -0.2029 -1.0 -1.3 0.3
C 0.0737 -0.0830 0.3758 0.6 -0.6 0.8
C -0.2578 -1.2481 -0.6179 0.6 -1.3 1.9
C 1.6563 -0.0210 0.4799 -2.2 0.7 1.2
N -3.1335 -0.4672 2.5224 -0.9 0.2 1.2
N -3.9546 0.7795 0.8659 0.6 0.9 -1.5
N -0.1792 -1.1719 2.6271 -1.1 0.2 0.9
O -4.2415 0.2118 2.0178 0.6 -1.4 0.8
H -1.7435 0.2286 -1.2047 -0.8 -0.5 -1.2
H -2.2718 1.8943 -1.0202 -0.7 0.7 -0.5
H 0.1172 1.3510 -1.1463 0.5 0.3 -0.7
H -0.1297 2.1311 0.3712 0.0 0.3 0.7
H -1.2930 -1.7387 -0.4204 1.8 0.9 -0.9
H 0.5503 -2.0235 -0.3586 -1.4 0.7 -0.7
H -0.0479 -0.8349 -1.5963 -0.4 -0.5 -0.6
H 1.9771 0.0392 -0.5776 0.4 0.4 0.9
H 2.0480 -0.9052 0.9652 0.2 -0.3 -0.2
H 1.8468 0.8412 1.1910 0.4 -0.7 -1.4
H 0.8115 -1.2072 2.5710 1.1 -0.3 -0.3
```
Positions in Å, forces in eV/Å.

=====

The following is a DFT calculation (the ωB97M-V functional and the def2-TZVPD basis) of a structure of composition C29H77N7NiO10 in a non-equilibrium geometry.

Calculated values
2S+1 = 4
Charge = +1

Geometry as XYZ:
```
124
Properties=species:S:1:pos:R:3:forces:R:3
Ni 0.8271 -1.0309 0.8192 1.5 -2.9 1.4
C 0.3760 0.8718 -0.3159 -1.2 -3.1 4.4
O -0.2751 0.9942 0.6829 -5.6 5.7 3.6
O 1.5493 0.6482 -0.0504 9.3 2.7 -1.1
O 0.0735 -0.1378 -0.9407 -2.9 -4.2 -8.1
C 1.1251 -5.3493 0.6372 -0.5 -0.5 0.8
C 1.5038 -3.8927 0.7125 1.1 0.0 0.2
C 2.3358 -3.3819 -0.4832 -0.2 -0.2 0.6
O 2.6660 -2.0076 -0.2114 -0.7 0.9 -0.1
C 3.2574 -1.3149 -1.3439 -0.1 -0.6 0.0
N 0.3433 -3.0867 0.9906 -0.8 0.8 -0.7
H 1.9585 -5.9009 1.0721 0.0 -0.8 -1.1
H 0.5400 -5.6774 -0.2220 1.3 -0.1 -1.0
H 0.3087 -5.6139 1.3092 0.0 0.6 1.0
H 2.1068 -3.7381 1.6072 0.5 -0.3 0.0
H 1.8052 -3.5401 -1.4221 -0.2 0.5 -0.1
H 3.2548 -3.9632 -0.5580 0.1 0.0 0.1
H 4.1514 -1.8868 -1.5926 -0.2 0.0 -0.6
H 3.5769 -0.2852 -1.1838 -0.2 -0.2 1.0
H 2.4932 -1.2135 -2.1145 0.3 -0.5 -0.4
H -0.2662 -3.2857 0.2102 -0.4 0.3 -1.2
H -0.1687 -3.6429 1.6604 0.0 0.7 1.2
C -3.8667 0.4347 -2.9608 0.8 0.8 -1.0
C -3.3925 1.0438 -1.6505 -1.0 -0.8 0.1
C -4.5184 1.6385 -0.8190 -0.2 -0.4 -0.2
O -5.1681 2.6786 -1.5514 -1.0 0.6 2.4
C -6.1965 3.3923 -0.7513 0.1 0.0 -0.7
N -2.8064 -0.0578 -0.9146 0.5 -0.9 1.1
H -4.3692 -0.5325 -2.9593 -0.1 0.1 0.9
H -2.9345 0.2559 -3.4967 -0.2 0.0 -0.5
H -4.4765 1.1196 -3.5500 0.1 0.1 0.0
H -2.5739 1.7557 -1.7562 -0.4 0.8 -0.7
H -4.0875 1.8409 0.1616 0.2 1.3 0.2
H -5.2309 0.8725 -0.5129 -0.3 -0.4 -0.6
H -6.9270 2.8400 -0.1602 0.2 -1.3 -0.4
H -6.8166 3.9513 -1.4521 0.4 0.1 -0.2
H -5.8487 4.0702 0.0282 1.0 0.2 -0.4
H -1.9321 -0.2910 -1.3632 -0.1 -0.4 -0.7
H -2.3903 0.2880 -0.0618 -0.4 0.3 0.6
C -0.5411 0.1642 -4.8024 0.6 0.7 -1.3
C 0.6006 -0.8235 -5.0831 -1.0 3.3 -2.3
C 1.9990 -0.0514 -5.0826 -1.0 0.0 0.2
O 3.1259 -0.8092 -5.4951 -0.4 -0.4 -0.8
C 3.3032 -0.7457 -6.9238 -0.6 0.7 -0.5
N 0.5470 -1.7844 -4.0585 0.9 -1.1 0.1
H -0.3687 0.6303 -3.8323 -0.3 -0.1 0.3
H -1.5386 -0.2624 -4.9077 0.2 -0.3 0.3
H -0.5159 0.9956 -5.5069 0.0 0.1 -0.1
H 0.4860 -1.2727 -6.0696 -0.1 -0.2 -0.1
H 2.1194 0.2134 -4.0322 0.5 0.0 0.2
H 1.9767 0.8983 -5.6172 -0.3 0.0 -0.3
H 2.3791 -0.7525 -7.5018 -0.6 -0.6 0.4
H 3.9126 -1.5297 -7.3733 0.2 -0.1 0.8
H 3.6629 0.2313 -7.2466 0.7 0.2 0.4
H 0.4876 -1.1821 -3.2499 0.3 -0.3 0.8
H 1.5217 -1.9679 -4.2492 0.8 -2.0 1.7
C 2.2872 -1.1083 4.9063 0.6 -1.2 0.6
C 1.4321 -1.3493 3.6835 -1.5 -0.5 1.3
C 0.0599 -0.7173 3.7553 0.2 0.5 1.2
O -0.6992 -1.0397 2.6495 1.4 -0.7 -2.0
C -1.9324 -0.4156 2.5876 -1.0 -0.9 -1.1
N 2.0763 -0.9416 2.4782 0.4 0.0 -1.0
H 1.9697 -1.7018 5.7636 -0.7 0.3 0.1
H 2.5452 -0.1064 5.2493 -0.2 0.0 -0.5
H 3.1776 -1.6890 4.6654 0.7 0.5 0.1
H 1.3166 -2.4319 3.6312 -0.2 -0.2 0.0
H 0.2120 0.3615 3.7893 -0.1 0.3 0.2
H -0.5457 -1.0464 4.5998 0.5 0.1 0.6
H -2.5921 -0.9135 3.2983 -0.1 0.9 0.7
H -2.3404 -0.7832 1.6461 -0.2 0.4 -0.2
H -1.8161 0.6672 2.5419 -0.5 0.0 0.6
H 2.2031 0.0601 2.5043 -0.4 1.1 0.5
H 3.0441 -1.1834 2.6367 0.4 -0.7 -0.9
C -2.6574 -4.8439 -2.5493 1.2 0.3 0.1
C -2.3396 -3.8018 -1.4666 -0.8 1.0 0.8
C -2.7255 -4.2103 -0.0078 -1.6 -1.6 -1.0
O -4.1543 -4.5310 0.0773 2.4 -1.5 -0.4
C -5.0385 -3.4849 -0.1215 0.9 1.0 0.6
N -0.9207 -3.3198 -1.4969 -0.4 -0.5 -0.8
H -3.6915 -4.9428 -2.8793 0.0 0.0 0.7
H -2.2032 -5.8063 -2.3135 -0.2 -0.2 -0.1
H -2.1302 -4.4327 -3.4101 0.0 -0.3 -0.4
H -2.9288 -2.9369 -1.7714 -0.4 0.1 0.4
H -2.3954 -3.6195 0.8466 -0.3 1.2 -0.3
H -2.2667 -5.1652 0.2489 0.2 -0.3 -0.4
H -5.9387 -3.8103 0.3999 -0.2 0.7 -0.2
H -5.1952 -3.1550 -1.1485 -0.3 -0.5 -0.3
H -4.4729 -2.6640 0.3195 -1.1 1.0 0.5
H -0.6062 -3.4355 -2.4497 0.5 -0.8 -0.4
H -0.9176 -2.3112 -1.5506 -0.4 0.5 0.7
C -1.4333 4.4314 0.2700 0.6 0.6 -0.1
C -0.3556 4.4919 1.4205 0.1 0.9 -1.5
C -0.3479 5.8547 2.2012 -1.3 -0.2 -0.6
O 0.2230 6.8986 1.4742 0.2 1.1 -0.6
C -0.3276 8.2061 1.7735 0.3 -0.5 -1.4
N -0.5107 3.3718 2.3168 -0.6 -0.4 0.4
H -2.3621 3.9429 0.5645 -0.3 0.5 0.3
H -1.1595 3.8766 -0.6274 0.7 -0.6 0.2
H -1.5543 5.4085 -0.1977 -0.6 0.3 0.5
H 0.5784 4.4317 0.8617 0.5 -0.1 0.4
H 0.1057 5.8341 3.1921 -0.1 -0.6 0.1
H -1.3931 6.1618 2.2369 -0.5 -0.5 0.9
H -1.4113 8.2346 1.8868 -0.1 -0.6 0.7
H -0.2625 8.7584 0.8361 0.7 0.2 0.1
H 0.1985 8.7189 2.5787 -0.1 -0.2 0.1
H -0.3811 2.5104 1.8056 0.7 0.0 -0.3
H -1.5153 3.2818 2.3697 -0.6 0.2 1.0
C 3.4167 2.9330 4.0719 2.2 -0.2 0.5
C 3.4512 2.4101 2.6706 -0.7 -0.1 0.3
C 4.6121 1.4243 2.4021 -1.3 2.2 -0.8
O 4.6080 0.3745 3.2839 -0.2 -0.3 -0.3
C 5.5454 -0.5527 2.8477 1.6 -1.1 1.6
N 2.1079 1.8614 2.5221 0.5 -0.8 -1.2
H 3.2962 2.1245 4.7929 -0.6 0.0 -0.1
H 2.7146 3.7525 4.2253 0.2 -0.1 0.0
H 4.4661 3.1866 4.2222 0.0 1.0 0.7
H 3.6064 3.2434 1.9852 0.2 0.2 -0.2
H 5.5390 1.9976 2.4185 0.3 0.2 0.5
H 4.6021 1.1028 1.3606 -0.5 -0.4 -0.4
H 6.4525 -0.1432 2.4031 -0.1 0.6 -0.1
H 5.2251 -1.3396 2.1648 -0.7 0.0 -0.1
H 5.8963 -0.9691 3.7919 0.1 -0.8 -0.2
H 1.4116 2.5568 2.7494 -0.2 0.2 0.2
H 1.9784 1.6154 1.5511 -0.3 0.3 -0.2
```
Positions in Å, forces in eV/Å.

=====

The following is a DFT calculation (the ωB97M-V functional and the def2-TZVPD basis) of a structure of composition CH4FInO in a non-equilibrium geometry.

Calculated values
Energy above the lowest of the compared OMol25 structures with the same formula, charge and spin = 0.0 kcal/mol
Charge = +2

Geometry as XYZ:
```
8
Properties=species:S:1:pos:R:3:forces:R:3
In -23.8725 -22.3594 -10.3251 2.4 4.1 1.5
F -23.7941 -20.3301 -10.9253 1.0 -2.9 2.2
C -25.4388 -21.2057 -12.5224 -0.4 2.8 -1.0
O -25.1123 -22.3955 -11.7232 -2.5 -2.0 -2.1
H -24.4862 -20.8076 -12.8720 -0.5 -0.2 -0.4
H -26.1498 -21.4487 -13.3120 0.2 -0.6 0.1
H -25.9047 -20.4746 -11.8617 0.0 -0.2 0.0
H -25.4492 -23.1548 -12.2044 -0.3 -0.9 -0.2
```
Positions in Å, forces in eV/Å.

=====

Number 1: electronic energy -405.69435 Eh, molecular weight 104.08 g mol⁻¹. Number 2: electronic energy -550.83009 Eh, molecular weight 165.20 g mol⁻¹. Number 3: electronic energy -3794.51076 Eh, molecular weight 742.67 g mol⁻¹. Number 4: electronic energy -404.80691 Eh, molecular weight 165.86 g mol⁻¹.